Record 1
Formula: C43H86BBr2ClN7O6
Source: the OMol25 dataset
Level of theory: ωB97M-V with the def2-TZVPD basis set

Computed properties:
Orbital gap (alpha / beta) in hartree: 0.2419 / 0.2624
Calculated total energy in eV: -221960.9841
Multiplicity: 3
E_LUMO (alpha / beta) in eV: -3.62 / -3.62
Net charge: +1
Molecular weight in Da: 1003.277

Cartesian coordinates (Å):
O 4.83 0.53 -4.75
H -4.90 4.28 -4.89
H -0.25 -4.56 8.64
C 1.19 -4.45 -4.90
H 4.06 3.28 4.54
C -2.03 -6.40 8.04
H 1.74 3.62 2.43
H 3.68 -1.58 -1.15
Br 1.14 0.64 -5.19
C 1.94 1.88 -2.04
C -7.04 4.12 -4.99
H 0.66 -2.55 -0.87
H 2.25 -2.56 0.91
C -5.70 4.86 -2.93
B 4.07 1.44 -3.81
O 5.84 -0.96 -2.32
H 0.69 -8.07 5.40
H -0.13 -3.68 7.13
H 3.77 1.02 5.69
H 1.72 1.54 -0.91
H -5.74 5.82 -4.89
C -1.72 1.78 -3.39
H 6.49 1.05 -2.09
H 0.89 3.29 0.09
H -1.55 -6.33 9.02
H 5.80 0.71 0.71
C -8.58 3.46 -2.26
H 3.35 1.64 1.79
H -9.49 3.04 -2.71
H -3.23 -7.83 6.28
H 2.26 -1.70 4.43
H 2.72 -3.00 -3.92
H -7.81 2.71 -2.42
C -1.04 -7.20 4.46
C 1.81 -2.64 -1.19
C -3.43 -7.40 5.31
C 6.34 0.01 -0.09
H 2.13 0.24 2.94
H -4.41 -6.91 5.37
C 4.29 1.00 -1.38
C -0.80 -4.31 7.72
C 5.68 3.39 -3.98
C -5.78 4.80 -4.48
H 4.12 0.04 -5.26
H -8.35 5.81 -4.81
N -1.15 0.55 -3.63
H -3.22 -6.79 2.79
H 3.13 5.54 0.54
C 3.88 2.58 2.30
H 2.18 -0.55 -0.57
H -3.52 5.24 -2.93
H -0.12 -2.15 4.93
H 6.58 -0.83 -3.01
C -0.25 -7.61 5.70
H 2.06 -0.73 6.06
H 7.04 -2.03 -0.16
H 1.95 -3.50 -1.95
H 6.43 2.54 -3.68
C -2.34 -6.42 4.79
C 1.67 4.02 -0.40
C -8.26 4.85 -2.85
C 3.89 3.12 -5.69
H -3.05 -6.01 8.16
C 2.85 3.87 2.10
N -6.96 5.37 -2.29
C 2.22 3.48 -1.88
H -1.67 -3.71 8.01
C -4.44 5.70 -2.54
H -5.53 3.38 -1.31
C 5.71 0.29 -1.62
H -7.04 3.06 -4.75
C 0.06 0.43 -2.67
H 2.75 2.99 -5.93
H -2.09 -7.47 7.83
H -0.38 -6.58 3.84
H -2.23 -5.34 2.84
H -9.17 4.26 -4.75
C 1.81 -2.93 -4.63
H 1.10 5.06 -0.56
H 1.05 -5.00 -3.88
H 0.73 -5.74 6.04
H -7.08 4.20 -6.08
C 0.11 -1.00 4.73
H 5.35 -1.87 0.23
H 0.22 -4.38 -5.55
C -2.94 -5.93 3.43
H 3.25 -0.97 -3.37
H 4.90 2.71 1.70
H 2.04 -5.05 -5.49
H 4.00 3.92 0.12
H -0.46 -0.38 5.55
C 1.15 -0.49 -3.46
Br -0.95 -2.80 -3.26
N -2.14 -5.31 5.78
Cl -0.59 -0.06 -1.06
H -1.27 -8.10 3.87
N 2.42 -3.23 0.11
O -1.56 -4.23 5.08
H 5.50 2.24 3.91
O -6.97 6.77 -2.44
C 2.98 4.36 0.53
C 3.73 0.92 4.50
H -4.46 6.72 -2.96
H 1.82 -4.09 0.27
C 1.72 -0.77 4.94
C -8.28 4.79 -4.40
C 4.31 2.32 3.87
C 3.13 0.91 -2.56
H -0.18 -0.70 3.64
H 7.48 0.36 -0.07
C -5.35 3.44 -2.39
H -5.91 2.64 -2.88
N 6.30 -1.45 0.31
C 2.57 -1.25 -1.46
O 0.66 1.80 -2.74
C 0.03 -6.40 6.58
C 2.18 0.56 4.09
H 5.60 4.26 -3.18
H -9.53 5.83 -1.32
H 3.32 4.75 2.75
H -10.44 5.21 -2.70
H -4.33 5.78 -1.45
C 0.63 -1.86 -4.15
H 6.08 3.91 -4.97
H 1.49 1.50 4.24
O -2.24 3.03 -3.43
H 4.15 4.26 -5.94
H 4.45 0.00 4.25
H -9.52 6.70 -2.87
N 4.26 2.91 -4.23
H -3.85 -5.33 3.58
H -3.54 -8.26 4.63
C -9.50 5.70 -2.41
H 3.85 0.86 -0.27
H -4.30 3.19 -2.56
H 4.58 2.16 -1.36
H -0.81 -8.38 6.26
H 0.56 -6.73 7.48
H 4.51 2.48 -6.45
C -1.25 -5.61 6.96
H 3.33 3.83 -1.95
H 0.08 -1.71 -5.21
N 2.51 -0.50 -2.76
H 1.59 4.09 -2.68
H 2.20 -2.57 -5.70
H -8.75 3.52 -1.17

***

Record 2
Formula: C3H31NO12
Source: the OMol25 dataset
Level of theory: ωB97M-V with the def2-TZVPD basis set

Computed properties:
Orbital gap in hartree: 0.3171
Calculated total energy in eV: -29672.6140
E_LUMO in eV: 0.17
Net charge: 0
Molecular weight in Da: 273.276

Cartesian coordinates (Å):
C 2.15 -0.20 -1.08
H 1.04 0.42 1.41
H -2.17 -2.52 -0.32
H -2.13 -3.58 1.52
H -1.28 -0.51 -4.45
H -2.24 -1.45 -2.29
H -3.18 1.56 -2.35
O -0.07 0.42 2.97
H -1.75 -3.94 -0.74
H -1.97 -1.70 4.07
H -0.85 0.97 3.17
H 3.29 1.36 -0.44
H -0.02 1.39 -0.61
O 3.83 -0.63 2.75
H -2.60 0.94 -0.50
O 0.04 1.80 -1.50
H -3.70 -1.83 -2.28
O 1.40 4.15 -1.17
H -0.95 0.79 -3.46
H -0.86 -4.35 1.95
H 0.64 4.18 -0.60
H -1.69 0.87 0.77
H 2.24 4.19 -0.70
N 1.44 1.18 0.78
O -2.50 0.52 0.39
H 0.57 -0.93 -3.05
O -1.45 -3.65 2.25
H 2.31 3.16 1.28
H 2.67 1.75 2.34
H 2.88 -0.70 2.76
H 0.85 2.34 -1.50
C 1.89 2.24 1.71
H 1.38 -0.91 -0.89
O -2.55 2.03 -1.79
H -0.29 -0.19 3.74
O -1.10 -1.57 4.46
H 2.73 -0.43 -1.97
O -2.82 -2.19 -2.47
O -2.30 -3.45 -0.11
H -0.72 -2.42 4.22
H -1.65 2.06 -2.17
H 0.98 2.39 2.29
H 1.62 -2.04 -2.91
H 4.26 -0.74 1.90
O 1.24 -1.44 -3.56
C 2.34 0.80 -0.22
O -0.96 -0.15 -3.61

***

Record 3
Formula: C2H4NO4P
Source: the OMol25 dataset
Level of theory: ωB97M-V with the def2-TZVPD basis set

Computed properties:
Orbital gap in hartree: 0.2799
Calculated total energy in eV: -21108.6228
E_LUMO in eV: 5.51
Net charge: -2
Molecular weight in Da: 137.031

Cartesian coordinates (Å):
H -0.78 3.51 1.42
P -1.10 -6.11 -3.63
O -2.14 -5.07 -3.57
C -0.98 2.51 1.15
H -2.05 2.25 0.86
O -0.45 -6.20 -4.96
O -0.70 -7.01 -2.53
C 2.28 4.50 2.14
H -0.18 2.22 0.40
O 3.75 3.42 3.74
H -0.58 2.03 2.03
N 2.95 3.95 2.93

***

Record 4
Formula: C52H40I2N5O7P2S2SeW
Source: the OMol25 dataset
Level of theory: ωB97M-V with the def2-TZVPD basis set

Computed properties:
Orbital gap (alpha / beta) in hartree: 0.2024 / 0.1991
Calculated total energy in eV: -199973.8521
Multiplicity: 3
E_LUMO (alpha / beta) in eV: -4.33 / -4.44
Net charge: +1
Molecular weight in Da: 1489.610

Cartesian coordinates (Å):
N 0.92 -1.48 -3.72
C -4.44 -2.50 3.62
H 1.45 0.03 -5.83
H 3.19 -3.06 -8.22
H 2.97 2.89 1.24
C -5.54 -1.89 4.23
C 3.45 1.80 3.06
C 2.59 3.81 -1.58
H -0.97 0.30 3.43
I -2.04 6.72 1.85
C 2.37 -1.41 -7.11
C 3.97 3.87 -1.41
C 3.47 -2.00 -0.17
C -2.82 -1.15 -5.57
C -1.18 2.45 -0.40
C 1.20 -0.17 -3.20
C -3.85 0.39 -4.04
H 1.06 -2.82 -2.06
C -1.30 2.42 3.75
C -1.81 -3.49 -1.56
H 4.79 -3.37 0.81
O -3.67 -1.70 -0.52
O -1.77 -1.48 1.53
H 0.34 -4.42 0.57
C -2.04 -1.65 -4.54
W -0.86 -0.33 0.25
C -4.03 -2.06 2.38
H 5.76 2.72 -1.13
S -2.60 -2.89 1.64
H -4.27 -5.66 -2.41
C -3.73 -0.14 -5.31
C -2.95 -4.00 -2.18
C -1.53 -5.61 -0.42
H -7.06 -0.40 4.06
H 0.87 2.57 -1.72
O -5.32 0.11 -0.54
C 1.53 -1.91 -4.90
C -1.67 4.81 -0.43
C 3.21 0.68 3.79
H -1.34 2.33 4.82
O 0.00 -3.77 -0.06
H -1.66 4.53 3.69
H -6.32 0.35 1.81
H 5.33 -2.93 -3.41
H 0.00 -3.30 -3.38
C -2.66 -6.09 -1.05
O -0.90 1.25 -0.94
H -0.98 -6.22 0.28
N 0.80 -0.89 1.55
C 4.50 -2.92 -0.13
O -1.95 -3.62 2.74
H 1.76 -3.97 -4.30
C 2.77 1.99 1.81
P 1.75 -0.18 -1.42
C 0.36 -2.43 -2.82
C 2.73 -2.74 -7.30
P -1.15 -1.84 -1.92
H -2.99 -7.10 -0.84
C -4.70 -1.03 1.73
I -1.44 3.60 -3.18
H -4.35 0.24 -6.11
H 2.76 -4.69 -6.40
H 0.33 0.51 -3.22
N -1.01 1.34 1.66
H -1.35 -2.46 -4.76
H 2.95 -1.76 0.75
C -5.79 -0.43 2.34
C 1.68 0.01 1.98
S -4.19 -0.49 0.11
N 1.92 1.16 1.30
H -2.72 -1.57 -6.56
C 2.27 -0.25 3.25
C 3.78 -1.74 -2.53
H 3.54 -1.28 -3.48
H 4.49 4.82 -1.41
C 2.48 -3.65 -6.28
C -1.45 3.71 1.71
C 1.90 -3.25 -5.09
C 4.03 1.46 -1.26
C 1.76 -1.00 -5.93
O -3.06 0.47 0.34
C 4.81 -2.67 -2.50
C -1.11 -4.31 -0.68
Se 0.66 -2.14 2.85
C -2.15 -1.13 -3.25
C 4.69 2.69 -1.25
C -1.48 3.63 3.12
C 1.94 2.59 -1.58
C -1.43 3.60 -1.11
H -5.86 -2.23 5.20
H 5.98 -3.99 -1.27
H -1.85 5.70 -1.02
H 3.67 0.47 4.74
C 3.09 -1.41 -1.37
H -3.14 0.34 -2.02
H -3.91 -3.30 4.11
C -3.38 -5.29 -1.93
N 1.88 -1.38 3.84
C 2.65 1.41 -1.42
C -6.20 -0.86 3.59
H 2.03 4.72 -1.72
C -1.68 4.89 0.94
H 4.15 2.56 3.40
H 1.99 0.31 -3.79
H 4.61 0.55 -1.14
C -1.21 2.52 1.01
C 5.17 -3.26 -1.30
C -1.07 1.28 2.97
H -4.56 1.18 -3.83
H -3.52 -3.36 -2.84
C -3.05 -0.10 -3.01
H 2.53 -0.69 -7.90

***

Record 5
Formula: C29H35F3N4O2P2Sn
Source: the OMol25 dataset
Level of theory: ωB97M-V with the def2-TZVPD basis set

Computed properties:
Orbital gap (alpha / beta) in hartree: 0.0905 / 0.0910
Calculated total energy in eV: -73237.2528
E_LUMO (alpha / beta) in eV: -9.70 / -9.69
Net charge: +2
Molecular weight in Da: 709.278

Cartesian coordinates (Å):
H -4.04 0.64 -4.35
C 4.31 1.25 -2.19
Sn -0.66 -2.14 5.88
H 2.01 -0.95 5.64
H 0.28 3.11 5.50
C -0.06 2.97 4.46
H -0.48 3.94 4.14
H 0.70 0.79 -4.39
C 1.83 1.34 3.74
H 3.48 -0.05 -5.15
H 1.48 -1.17 7.34
F -0.34 0.10 10.24
C 2.95 -3.75 -5.89
C 1.44 -1.61 6.32
H -2.34 1.82 -4.53
H -3.29 -3.06 -2.42
C -0.81 0.88 2.22
N 2.17 -2.47 -4.17
H -1.70 1.96 5.45
C 0.47 0.03 2.07
H -0.60 1.87 1.79
H -6.23 -0.90 -4.82
C -1.71 1.57 -1.31
C -4.24 -0.37 -4.03
H 1.90 3.43 3.79
C 4.56 1.17 -3.61
H 2.15 -0.70 3.28
N 2.83 -0.20 -3.09
O -0.39 0.74 7.11
C 3.63 0.27 -4.14
C 2.33 -3.78 -3.69
H 2.10 -4.01 -2.67
C 2.56 -2.46 -5.51
C 1.58 0.22 3.06
N -3.32 -1.08 -3.24
H 4.84 1.88 -1.49
H 3.02 -5.64 -4.68
H 3.29 -4.04 -6.86
C -0.97 -0.60 -4.54
C -1.31 0.53 9.38
C -2.10 3.24 -2.82
F -1.35 1.88 9.47
C -1.43 1.04 3.58
H 2.54 -1.56 -6.10
H 2.54 1.31 4.57
H 0.86 2.78 2.52
C -1.01 0.02 7.90
C 0.54 -0.29 -4.53
C 1.16 2.66 3.56
H 5.31 1.71 -4.16
O -1.40 -1.19 7.68
H -1.72 3.68 -0.64
H -5.77 -3.29 -3.60
H -2.25 4.21 -3.26
H 2.75 0.16 -0.98
H -1.15 -1.58 -5.02
H 0.98 -0.55 -5.50
C -1.82 2.96 -1.44
H -1.52 0.15 -5.12
H -1.52 0.94 -0.46
C -3.86 -2.35 -3.00
C -1.15 1.96 4.51
P -1.64 -0.74 -2.82
C -2.15 2.02 -3.49
C -5.11 -2.43 -3.61
H 1.90 -2.61 6.34
H 0.21 -1.05 2.07
H -2.16 0.26 3.84
H -1.56 0.40 1.58
H 0.85 0.23 1.06
C 2.80 -4.58 -4.73
C -5.35 -1.17 -4.26
N -1.92 0.99 -2.58
F -2.49 0.03 9.84
C 3.25 0.40 -1.90
P 1.37 -1.19 -3.15

***

Record 6
Formula: C3N2O3
Source: the OMol25 dataset
Level of theory: ωB97M-V with the def2-TZVPD basis set

Computed properties:
Orbital gap in hartree: 0.3938
Calculated total energy in eV: -12231.1384
E_LUMO in eV: -0.67
Net charge: 0
Molecular weight in Da: 112.044

Cartesian coordinates (Å):
C -0.59 0.07 0.02
C -1.98 -0.23 -0.05
O 0.31 -0.87 0.10
C 1.58 -0.26 -0.01
O 1.25 1.06 0.04
O 2.68 -0.69 -0.07
N -0.11 1.25 -0.02
N -3.15 -0.33 -0.02

***

> Which value of net charge does entry 3 give?

-2